Below is one molecule with the formula C23H26N2O3, with properties calculated with wB97M-V/def2-TZVPD.

Values from the calculation:
Charge: 0
Max |F|, eV Å⁻¹: 0.7
Relative energy (zero: lowest compared OMol25 entry of this formula, charge and spin), kcal/mol: 45.87
Highest occupied orbital energy, eV: -8.12
LUMO energy, eV: 0.243
Structure (SMILES): CCOc1ccc(CCNC(=O)c2cc(C)nc3ccccc23)cc1OCC
HOMO-LUMO gap, eV: 8.36

Geometry as XYZ:
```
54
Properties=species:S:1:pos:R:3:nbo_charge:R:1
O -3.18327 -1.45868 -0.92464 -0.498
O 3.33283 -1.03049 1.54287 -0.615
O -2.07556 -0.50147 -3.03026 -0.491
N 2.05138 3.83619 1.91377 -0.420
N 1.13088 -1.07156 2.04706 -0.612
C -0.78554 1.93085 -0.41834 -0.236
C 2.28418 -0.44437 1.71628 0.660
C 1.14363 -3.20267 0.76729 -0.437
C -1.23686 -1.18190 -2.19847 0.235
C 0.88272 -2.03294 -1.43431 -0.224
C -1.06797 -2.35915 -0.09512 -0.333
C -0.83112 3.31728 -0.21123 -0.193
C -1.60738 -0.06290 -4.28698 -0.061
C -3.83889 -1.67957 0.30359 -0.061
C 0.11967 -1.37465 -2.38944 -0.278
C 1.14865 1.76197 1.01736 -0.117
C 0.30319 -2.53131 -0.28339 -0.017
C 2.17653 1.05112 1.69573 -0.055
C -3.48045 -0.63489 1.35820 -0.637
C 3.11896 1.76263 2.39340 -0.219
C -1.84168 -1.68636 -1.02346 0.340
C 0.18380 1.17015 0.17766 -0.158
C 0.11188 3.93028 0.56584 -0.199
C -1.48333 -1.19693 -5.30073 -0.638
C 4.04522 3.94523 3.24334 -0.644
C 1.12900 3.17565 1.18602 0.159
C 1.03220 -2.51312 2.13872 -0.212
C 3.02304 3.16960 2.47596 0.238
H 1.94445 -2.14414 -1.59348 0.220
H 0.84717 -4.24781 0.88551 0.216
H 0.08203 -2.74982 2.61973 0.197
H -3.70513 0.35982 0.98190 0.220
H 0.23134 0.11175 -0.02400 0.219
H -1.51767 1.46163 -1.05855 0.222
H 0.61174 -0.99553 -3.27041 0.220
H -1.52137 -2.76533 0.79572 0.213
H -1.60796 3.89864 -0.68595 0.213
H 2.18730 -3.17440 0.45435 0.234
H -1.17842 -0.79647 -6.26378 0.215
H -4.90158 -1.60607 0.05708 0.196
H 1.84833 -2.87116 2.77347 0.219
H 5.03339 3.78380 2.81557 0.223
H -0.65559 0.47419 -4.18232 0.169
H -4.05610 -0.81077 2.26288 0.216
H -2.44293 -1.69543 -5.41147 0.216
H -0.75107 -1.93142 -4.97474 0.213
H 0.28589 -0.52953 2.11675 0.407
H -3.64474 -2.69353 0.67753 0.165
H 0.11706 4.99816 0.71814 0.225
H 4.06938 3.61426 4.28042 0.221
H 3.80452 5.00347 3.20720 0.235
H -2.36700 0.64951 -4.62162 0.194
H -2.42063 -0.67502 1.59869 0.203
H 3.92188 1.24325 2.89461 0.230
```

=====

Below is C14Cl56 as an isolated structure in a non-equilibrium geometry, with properties calculated with wB97M-V/def2-TZVPD.

Values from the calculation:
Charge: 0
Max |F|, eV Å⁻¹: 1.5
Highest occupied orbital energy, eV: -11.00
LUMO energy, eV: -0.206
HOMO-LUMO gap, eV: 10.80

Geometry as XYZ:
```
70
Properties=species:S:1:pos:R:3:nbo_charge:R:1
Cl -1.82568 -3.97801 -5.79390 0.084
Cl -1.10586 -2.95242 2.94222 0.059
Cl 6.53779 1.40819 -4.47397 0.063
Cl 0.12513 2.41525 0.71000 0.040
Cl 0.57048 -1.57715 -6.53111 0.077
Cl -3.59929 8.02444 -3.00186 0.022
Cl 1.41962 -3.70923 -1.06851 0.058
Cl -4.39094 0.53301 -2.16420 0.038
Cl 1.72557 0.78755 -1.16369 0.042
Cl -2.26091 0.30044 5.72583 0.038
Cl 4.06537 -4.93746 1.75617 0.043
Cl -6.37947 1.69634 0.85126 0.078
Cl -2.34284 5.59215 2.62991 0.081
Cl 0.44883 -0.38544 1.12377 0.063
Cl 5.88349 2.02797 3.39432 0.034
Cl -1.13640 -0.33897 8.34279 0.075
Cl -2.36031 -2.77282 0.26693 0.043
Cl -3.91323 3.22151 0.20504 0.046
Cl 4.75910 -1.95219 -2.39321 0.062
Cl 2.31906 -6.52451 -0.78412 0.045
Cl -1.09472 0.34603 -1.12913 0.066
Cl 0.31294 6.16499 1.41794 0.037
Cl 2.58076 -2.88733 3.39315 0.028
Cl 5.82974 -4.40847 -1.37186 0.037
Cl -2.73926 -2.78528 -3.37606 0.069
Cl 7.75209 1.87460 -1.90402 0.065
Cl 4.79354 2.21442 -2.40446 0.028
Cl -1.79145 6.11619 -1.66675 0.081
Cl 0.56251 -1.81832 -3.59217 0.024
Cl -4.28952 6.74806 -0.38284 0.029
Cl -0.91725 7.82437 3.49199 0.037
Cl -2.19898 8.84750 -0.52700 0.048
Cl -0.51635 -5.86482 -0.53935 0.042
Cl -3.79835 -3.99333 2.41420 0.081
Cl 1.55626 0.53403 -4.75646 0.066
Cl 3.73486 0.19218 4.14933 0.044
Cl -4.25345 2.24335 2.85759 0.040
Cl 0.15670 5.16792 4.05052 0.067
Cl 1.22791 -5.21798 2.50384 0.071
Cl -1.17840 -2.41128 6.35780 0.004
Cl -5.71167 -1.91329 -1.10662 0.042
Cl 3.39960 3.09635 4.67503 0.038
Cl -7.35273 0.18779 -2.23688 0.062
Cl 3.26758 -5.39544 4.49598 0.073
Cl 0.80387 -5.59371 -3.19931 0.044
Cl -3.02976 -5.68900 -3.71620 0.033
Cl 6.81521 -1.87599 -0.26504 0.076
Cl 7.54232 -2.58009 -2.95738 0.030
Cl -5.63076 -1.30954 -3.96544 0.060
Cl 6.74023 4.10093 -3.53027 0.053
Cl -5.81414 4.41402 1.71468 0.062
Cl -3.41402 -1.23392 2.49848 0.030
Cl 3.33651 2.21996 2.07740 0.094
Cl -4.73241 -4.09057 -5.22906 0.016
Cl -1.19212 0.03684 -4.86308 0.059
Cl 0.63219 -0.12282 6.06807 0.081
C 4.08521 1.85755 3.57267 -0.209
C -0.95903 -0.59011 6.62281 -0.199
C -0.71447 6.15159 2.89290 -0.223
C -2.63644 -2.78176 2.03815 -0.218
C 0.27788 0.81911 -0.13276 -0.214
C -2.92492 7.42475 -1.39058 -0.181
C 6.48191 2.40515 -3.03886 -0.208
C -5.14582 2.83787 1.41739 -0.220
C -3.03222 -4.08384 -4.54107 -0.199
C 2.79588 -4.62652 3.01462 -0.216
C -5.77756 -0.60505 -2.35252 -0.205
C 0.37888 -0.72090 -5.01096 -0.230
C 6.22633 -2.68291 -1.71270 -0.203
C 1.01533 -5.42179 -1.39916 -0.180
```

=====

Below is a 2-piece molecular cluster, C9H14 overall in a non-equilibrium geometry, with properties calculated with wB97M-V/def2-TZVPD.

Values from the calculation:
Charge: 0
Max |F|, eV Å⁻¹: 2.1
Relative energy (zero: lowest compared OMol25 entry of this formula, charge and spin), kcal/mol: 13.14
Highest occupied orbital energy, eV: -8.93
LUMO energy, eV: 1.053
Structure (SMILES): Cc1ccccc1.CC
HOMO-LUMO gap, eV: 9.98

Geometry as XYZ:
```
23
Properties=species:S:1:pos:R:3:nbo_charge:R:1
C 0.85771 1.32144 2.25482 -0.199
C -0.07676 1.72534 1.30170 -0.223
C 1.98947 0.11101 0.55315 -0.195
C 1.01948 0.42914 -0.39191 -0.235
C 1.83063 0.39838 1.89833 -0.232
C -0.06930 1.19239 0.01582 0.003
C -2.19339 -2.66204 -1.48384 -0.606
C -0.76532 -2.55298 -2.03748 -0.607
C -1.33016 1.29448 -0.79442 -0.639
H 0.67678 1.57856 3.28810 0.212
H -2.82592 -1.85921 -1.85393 0.200
H -0.80850 -2.29878 -3.09219 0.201
H -0.77569 2.49283 1.60805 0.208
H -0.19754 -3.44676 -1.80902 0.207
H -2.63438 -3.57870 -1.88869 0.201
H 1.15120 0.08308 -1.40915 0.215
H -1.11240 1.24926 -1.87285 0.213
H -0.27156 -1.67683 -1.60838 0.199
H -1.96268 2.13278 -0.55700 0.222
H 2.56041 0.07046 2.62440 0.213
H 2.89378 -0.38341 0.22405 0.209
H -2.20215 -2.70880 -0.39645 0.205
H -1.81181 0.31884 -0.76055 0.227
```

=====

Below is one molecule with the formula C5H4ClF in a non-equilibrium geometry, with properties calculated with wB97M-V/def2-TZVPD.

Values from the calculation:
Charge: 0
Max |F|, eV Å⁻¹: 10.4
Relative energy (zero: lowest compared OMol25 entry of this formula, charge and spin), kcal/mol: 46.08
Highest occupied orbital energy, eV: -8.69
LUMO energy, eV: 0.434
Structure (SMILES): FC1=C(Cl)C=CC1
HOMO-LUMO gap, eV: 9.12

Geometry as XYZ:
```
11
Properties=species:S:1:pos:R:3:nbo_charge:R:1
Cl -2.10498 -0.17818 0.09170 -0.049
F 0.34878 2.13358 -0.01904 -0.291
C -0.32068 -0.31217 -0.31142 -0.097
C 1.70295 -1.19720 0.05145 -0.159
C 1.88000 0.23332 0.18192 -0.537
C 0.40724 -1.64690 -0.06208 -0.205
C 0.55189 0.83516 -0.20900 0.385
H 2.07008 0.46074 1.29673 0.277
H 0.03008 -2.52913 0.02912 0.209
H 2.79127 0.37189 -0.48294 0.252
H 2.42598 -1.94991 -0.13568 0.215
```

=====

Below is one molecule with the formula C21H33NO3, with properties calculated with wB97M-V/def2-TZVPD.

Values from the calculation:
Charge: 0
Max |F|, eV Å⁻¹: 0.6
Relative energy (zero: lowest compared OMol25 entry of this formula, charge and spin), kcal/mol: 6.07
Highest occupied orbital energy, eV: -7.77
LUMO energy, eV: 0.601
Structure (SMILES): COc1ccc(CCNC(=O)[C@H]2CC[C@H](C(C)(C)C)CC2)cc1OC
HOMO-LUMO gap, eV: 8.37

Geometry as XYZ:
```
58
Properties=species:S:1:pos:R:3:nbo_charge:R:1
O -0.87472 0.59081 1.52681 -0.643
O -6.77972 -1.60023 0.11419 -0.500
O -3.91195 -2.01826 -0.07100 -0.525
N -0.97828 2.24532 -0.00502 -0.620
C 1.22081 -0.70734 0.15508 -0.378
C -2.51171 -2.13745 0.01600 -0.262
C 6.16285 0.17598 0.63132 -0.609
C -0.39688 1.16913 0.57209 0.699
C -3.67719 0.37223 -0.35239 -0.303
C -4.45490 -0.76083 -0.15829 0.304
C -5.85040 -0.61379 -0.05200 0.240
C 3.40834 1.22126 0.02297 -0.405
C 0.92764 0.77367 -0.06957 -0.317
C 3.69784 -0.25955 0.29166 -0.211
C -3.32749 2.85029 -0.55252 -0.422
C -4.22143 1.64782 -0.40805 -0.027
C 5.39056 -0.59872 -1.60480 -0.617
C -6.39561 -2.91319 0.45276 -0.239
C 5.13451 -0.69848 -0.09905 -0.018
C 2.59709 -1.08326 -0.38496 -0.405
C 2.03843 1.61359 0.57057 -0.372
C -5.59525 1.78374 -0.30282 -0.217
C -2.18558 2.87628 0.47943 -0.227
C 5.36654 -2.14942 0.34322 -0.608
C -6.38910 0.66585 -0.13891 -0.237
H 2.75484 -2.14744 -0.21357 0.212
H -2.32390 -3.18576 0.24569 0.196
H 2.01706 1.45423 1.65087 0.208
H 4.75923 -2.84402 -0.23023 0.206
H -7.33101 -3.44615 0.62544 0.185
H 6.40899 -2.42198 0.19342 0.208
H -1.95391 3.91412 0.74449 0.193
H -2.09696 -1.50861 0.80937 0.207
H 5.24435 0.41724 -1.96210 0.205
H 1.16576 -0.91312 1.22528 0.219
H 4.15932 1.85158 0.49805 0.213
H 6.18400 1.18565 0.23035 0.205
H 7.15880 -0.24544 0.51357 0.208
H 6.41769 -0.88535 -1.82058 0.210
H -2.03150 -1.88945 -0.93755 0.167
H -2.61136 0.26439 -0.44884 0.219
H -2.47936 2.33861 1.38303 0.242
H 0.89234 0.98203 -1.14520 0.199
H 3.60942 -0.41807 1.37341 0.198
H -5.79236 -2.93479 1.36318 0.178
H -0.52837 2.67771 -0.79668 0.390
H -2.89390 2.87448 -1.55722 0.206
H -5.84398 -3.39708 -0.35580 0.184
H -6.05206 2.76122 -0.34452 0.206
H -3.93108 3.75106 -0.43401 0.214
H 2.61491 -0.90639 -1.46229 0.193
H 3.43169 1.41415 -1.05150 0.194
H 0.45446 -1.31234 -0.33508 0.205
H 4.73407 -1.26301 -2.16023 0.207
H 1.85795 2.67629 0.38665 0.204
H 5.93996 0.22694 1.69476 0.207
H 5.13128 -2.27203 1.39804 0.207
H -7.46075 0.75589 -0.05690 0.223
```

=====

Below is one molecule with the formula C3H6FN3 in a non-equilibrium geometry, with properties calculated with wB97M-V/def2-TZVPD.

Values from the calculation:
Charge: 0
Max |F|, eV Å⁻¹: 1.1
Relative energy (zero: lowest compared OMol25 entry of this formula, charge and spin), kcal/mol: 0.00
Highest occupied orbital energy, eV: -8.50
LUMO energy, eV: 0.895
Structure (SMILES): [H]/N=C(N)\C(F)=C/N
HOMO-LUMO gap, eV: 9.39

Geometry as XYZ:
```
13
Properties=species:S:1:pos:R:3:nbo_charge:R:1
F -0.60914 2.02253 -0.32993 -0.336
N 2.05023 -0.40689 0.06088 -0.803
N -2.25130 0.00549 0.21623 -0.802
N -0.70705 -1.54897 -0.46911 -0.732
C -0.03862 0.79833 -0.22140 0.209
C 1.29240 0.73742 -0.08361 -0.025
C -0.98652 -0.33491 -0.18050 0.372
H -2.41377 0.88361 0.71409 0.398
H -2.87062 -0.75436 0.37887 0.399
H 1.54871 -1.18296 0.44959 0.389
H 2.95174 -0.27180 0.50541 0.385
H 1.82879 1.64978 -0.12108 0.208
H 0.20514 -1.59727 -0.91943 0.338
```

=====

- Among the records above, which one has the lowest HOMO-LUMO gap?
  C23H26N2O3